No. 1
{"formula": "C49H65BN12O2S3Sn", "method": "the ωB97M-V functional and the def2-TZVPD basis", "species": ["Sn", "O", "C", "C", "C", "C", "C", "C", "C", "N", "C", "C", "N", "C", "C", "C", "C", "C", "C", "C", "O", "H", "H", "H", "H", "H", "H", "H", "H", "H", "H", "H", "H", "H", "H", "C", "C", "C", "C", "N", "N", "B", "N", "N", "C", "C", "C", "C", "C", "S", "C", "C", "C", "C", "N", "N", "C", "C", "C", "C", "C", "S", "C", "C", "C", "C", "C", "S", "C", "C", "C", "C", "H", "H", "H", "H", "H", "H", "H", "H", "H", "H", "H", "H", "H", "H", "H", "H", "H", "H", "H", "H", "H", "H", "H", "H", "H", "H", "H", "H", "H", "H", "H", "H", "H", "H", "H", "H", "H", "H", "H", "C", "N", "C", "N", "C", "N", "C", "N", "C", "C", "H", "H", "H", "H", "H", "H", "H", "H", "H", "H", "H", "H"], "positions_angstrom": [[-1.910, -0.109, 1.408], [-0.816, 2.028, 0.828], [-0.319, 2.895, 1.639], [0.930, 3.516, 1.338], [1.534, 4.403, 2.197], [0.913, 4.780, 3.398], [-0.330, 4.262, 3.679], [-0.959, 3.327, 2.842], [-2.295, 2.893, 3.190], [-2.870, 1.834, 2.773], [-4.274, 1.621, 3.033], [-4.951, 1.386, 1.690], [-4.352, 0.240, 1.012], [-5.111, -0.418, 0.211], [-4.793, -1.555, -0.611], [-5.726, -1.890, -1.615], [-5.522, -2.930, -2.484], [-4.346, -3.692, -2.354], [-3.430, -3.413, -1.373], [-3.617, -2.347, -0.445], [-2.766, -2.155, 0.498], [1.406, 3.238, 0.401], [2.499, 4.826, 1.937], [1.391, 5.476, 4.074], [-0.847, 4.569, 4.585], [-2.854, 3.575, 3.847], [-4.745, 2.469, 3.544], [-4.394, 0.726, 3.651], [-4.797, 2.281, 1.077], [-6.027, 1.249, 1.836], [-6.147, -0.072, 0.104], [-6.623, -1.283, -1.705], [-6.246, -3.160, -3.255], [-4.170, -4.518, -3.034], [-2.521, -3.996, -1.269], [-2.339, 2.577, -2.010], [-0.862, 2.358, -2.062], [0.004, 3.269, -2.549], [1.404, 2.996, -2.558], [1.888, 1.963, -1.939], [1.029, 1.066, -1.397], [1.669, -0.077, -0.595], [1.513, -1.421, -1.294], [1.454, -1.176, -2.626], [1.023, -2.078, -3.435], [0.572, -3.340, -2.948], [0.677, -3.638, -1.636], [0.187, -4.929, -1.070], [1.263, -2.656, -0.736], [1.586, -3.038, 0.855], [1.002, -1.728, -4.918], [-0.276, -2.276, -5.570], [1.046, -0.210, -5.110], [2.236, -2.369, -5.570], [1.864, 0.118, 0.908], [2.970, 0.233, 0.149], [4.163, 0.476, 0.587], [4.239, 0.808, 1.964], [3.145, 0.782, 2.766], [3.237, 1.155, 4.204], [1.851, 0.329, 2.249], [0.539, 0.099, 3.229], [5.367, 0.399, -0.322], [6.417, -0.502, 0.341], [5.918, 1.822, -0.491], [4.981, -0.201, -1.675], [-0.318, 1.115, -1.579], [-1.284, -0.232, -1.291], [2.336, 3.931, -3.312], [2.293, 5.331, -2.683], [3.776, 3.429, -3.319], [1.846, 4.000, -4.769], [-2.586, 3.610, -2.252], [-2.694, 2.334, -1.008], [-2.845, 1.904, -2.705], [-0.364, 4.216, -2.925], [0.134, -4.058, -3.631], [-0.240, -5.563, -1.848], [-0.571, -4.721, -0.310], [0.995, -5.455, -0.563], [-1.159, -1.997, -4.988], [-0.251, -3.364, -5.666], [-0.383, -1.860, -6.574], [0.168, 0.256, -4.655], [1.054, 0.023, -6.178], [1.934, 0.220, -4.645], [2.259, -3.447, -5.385], [3.152, -1.930, -5.166], [2.223, -2.209, -6.652], [5.200, 1.079, 2.384], [4.227, 1.535, 4.455], [3.006, 0.285, 4.823], [2.477, 1.904, 4.438], [6.795, -0.073, 1.271], [7.261, -0.636, -0.337], [5.995, -1.485, 0.562], [6.343, 2.197, 0.444], [5.125, 2.505, -0.800], [6.702, 1.835, -1.251], [4.598, -1.219, -1.551], [5.860, -0.242, -2.321], [4.211, 0.393, -2.163], [2.678, 5.305, -1.661], [1.279, 5.737, -2.656], [2.912, 6.015, -3.268], [4.181, 3.371, -2.309], [4.392, 4.119, -3.900], [3.842, 2.440, -3.776], [0.829, 4.392, -4.840], [1.862, 3.006, -5.224], [2.502, 4.655, -5.348], [-2.338, -1.332, 5.045], [-2.559, -2.409, 6.013], [-1.680, -3.533, 5.657], [-1.932, -4.025, 4.300], [-1.721, -2.918, 3.362], [-2.607, -1.768, 3.667], [-4.001, -2.246, 3.592], [-4.257, -3.342, 4.530], [-3.948, -2.866, 5.883], [-3.335, -4.441, 4.210], [-1.303, -0.992, 5.113], [-2.998, -0.495, 5.291], [-1.847, -4.344, 6.368], [-0.641, -3.206, 5.725], [-1.934, -3.248, 2.345], [-0.683, -2.588, 3.421], [-4.196, -2.577, 2.570], [-4.678, -1.422, 3.832], [-4.118, -3.678, 6.592], [-4.618, -2.038, 6.127], [-3.537, -4.786, 3.195], [-3.508, -5.263, 4.908]], "lumo_energy_ev": -0.4, "orbital_gap_ev": 6.028, "molar_mass_da": 1079.9}

=====

No. 2
{"formula": "C49H68F7O9", "method": "the ωB97M-V functional and the def2-TZVPD basis", "species": ["C", "O", "O", "C", "F", "F", "F", "C", "C", "H", "H", "H", "H", "H", "H", "F", "C", "C", "C", "C", "C", "C", "H", "H", "H", "H", "H", "F", "C", "C", "C", "C", "C", "C", "H", "H", "H", "H", "H", "F", "C", "C", "C", "C", "C", "C", "H", "H", "H", "H", "H", "F", "C", "C", "C", "C", "C", "C", "H", "H", "H", "H", "H", "C", "C", "O", "C", "H", "H", "H", "H", "H", "H", "C", "C", "O", "C", "H", "H", "H", "H", "H", "H", "C", "C", "O", "C", "H", "H", "H", "H", "H", "H", "C", "C", "O", "C", "H", "H", "H", "H", "H", "H", "C", "C", "O", "C", "H", "H", "H", "H", "H", "H", "C", "C", "O", "C", "H", "H", "H", "H", "H", "H", "C", "C", "O", "C", "H", "H", "H", "H", "H", "H"], "positions_angstrom": [[1.380, 0.718, 0.825], [1.065, 1.027, -0.484], [2.596, 1.373, 1.063], [0.104, 0.819, 1.820], [-0.525, 2.009, 1.671], [-0.757, -0.077, 1.578], [0.465, 0.673, 3.093], [-0.041, 0.460, -1.107], [0.167, 0.667, -2.622], [1.091, 0.196, -2.958], [-0.657, 0.221, -3.178], [0.289, 1.708, -2.919], [-0.955, 0.951, -0.775], [-0.204, -0.609, -0.973], [1.624, -0.339, 0.728], [1.206, 0.913, 9.234], [0.503, 0.058, 8.415], [0.525, 0.197, 7.022], [-0.152, -0.653, 6.197], [-0.797, -1.726, 6.813], [-0.889, -1.881, 8.214], [-0.293, -0.919, 9.046], [1.092, 1.016, 6.603], [-0.010, -0.597, 5.128], [-1.272, -2.469, 6.191], [-1.585, -2.555, 8.690], [-0.438, -0.966, 10.115], [-7.431, 0.348, -1.511], [-6.181, 0.845, -1.337], [-5.822, 2.080, -1.853], [-4.600, 2.627, -1.464], [-3.739, 1.989, -0.534], [-4.135, 0.771, -0.020], [-5.347, 0.211, -0.407], [-6.522, 2.673, -2.424], [-4.332, 3.625, -1.776], [-2.823, 2.462, -0.214], [-3.560, 0.300, 0.764], [-5.733, -0.693, 0.040], [2.752, -6.797, 3.164], [2.514, -5.729, 2.411], [1.996, -5.817, 1.096], [1.705, -4.645, 0.402], [1.674, -3.436, 1.015], [2.125, -3.339, 2.309], [2.607, -4.492, 3.025], [1.953, -6.774, 0.595], [1.355, -4.788, -0.609], [1.304, -2.556, 0.510], [2.117, -2.336, 2.708], [2.962, -4.417, 4.042], [-5.003, -3.737, -6.485], [-4.415, -2.943, -5.584], [-4.563, -3.278, -4.264], [-4.093, -2.482, -3.224], [-3.548, -1.255, -3.581], [-3.279, -0.850, -4.883], [-3.840, -1.706, -5.913], [-5.129, -4.178, -4.073], [-4.167, -2.734, -2.177], [-3.266, -0.618, -2.756], [-2.731, 0.068, -5.036], [-3.653, -1.347, -6.914], [-2.482, -3.130, 2.578], [-3.021, -2.947, 1.195], [-4.185, -3.067, 0.952], [-2.057, -2.420, 0.127], [-2.198, -4.170, 2.738], [-3.232, -2.737, 3.264], [-1.544, -2.575, 2.573], [-2.294, -2.742, -0.887], [-1.019, -2.667, 0.353], [-2.137, -1.337, 0.034], [3.372, -0.448, 5.426], [4.489, -0.827, 4.509], [4.974, -1.954, 4.457], [4.921, 0.230, 3.486], [2.706, 0.240, 4.905], [3.655, 0.149, 6.293], [2.813, -1.278, 5.857], [5.365, -0.235, 2.606], [5.665, 0.907, 3.908], [4.076, 0.878, 3.252], [0.818, 4.161, 3.457], [1.291, 5.110, 2.406], [2.188, 4.817, 1.689], [0.648, 6.456, 2.396], [1.301, 4.328, 4.420], [0.992, 3.134, 3.135], [-0.254, 4.340, 3.532], [0.980, 6.975, 1.497], [0.844, 7.000, 3.320], [-0.440, 6.390, 2.387], [2.929, 2.248, -5.371], [2.220, 3.282, -4.588], [2.030, 3.162, -3.369], [1.913, 4.608, -5.372], [3.838, 2.725, -5.737], [2.322, 1.812, -6.165], [3.172, 1.375, -4.764], [1.936, 5.344, -4.568], [0.878, 4.539, -5.706], [2.663, 5.034, -6.039], [-0.716, 4.658, -2.515], [-0.508, 4.340, -1.024], [0.513, 3.800, -0.556], [-1.327, 5.117, 0.023], [-0.150, 5.504, -2.906], [-1.778, 4.724, -2.752], [-0.381, 3.783, -3.073], [-2.310, 5.303, -0.409], [-0.902, 6.098, 0.234], [-1.390, 4.574, 0.966], [4.774, -0.743, -3.612], [4.052, -0.294, -2.351], [3.786, 0.908, -2.180], [3.649, -1.419, -1.370], [5.574, -1.406, -3.282], [5.039, 0.116, -4.229], [4.058, -1.311, -4.204], [4.497, -2.092, -1.238], [2.755, -1.968, -1.665], [3.415, -0.937, -0.421], [0.359, -2.423, -4.625], [-0.196, -3.141, -3.421], [0.177, -2.891, -2.283], [-1.116, -4.260, -3.711], [1.161, -1.752, -4.317], [-0.401, -1.775, -5.062], [0.701, -3.131, -5.379], [-1.976, -3.725, -4.116], [-1.379, -4.643, -2.725], [-0.799, -4.991, -4.455]], "lumo_energy_ev": 2.1, "orbital_gap_ev": 5.461, "charge": -1, "molar_mass_da": 934.1}